C33H38AuN5P2Si2 | ωB97M-V/def2-TZVPD

Computed properties:
LUMO level (alpha / beta) = 0.0103 / -0.0774 Ha
gap between HOMO and LUMO (alpha / beta) = 0.309 / 0.230 Ha
total energy = -80314.278 eV
E_HOMO (alpha / beta) = -8.14 / -8.36 eV

Structure (ORCA input):
```
! RIJCOSX wB97M-V def2-TZVPD def2/J DEFGRID3
* xyz 0 3
Au 0.1594 -0.6796 -1.3797
C -0.2885 4.1194 -1.9609
Si 0.5909 2.4662 -1.9471
C 2.3147 2.6594 -1.2617
C 0.6777 1.7997 -3.6892
N -0.2349 1.3111 -0.9215
P -1.7867 1.1958 -0.4393
C -2.0835 -0.4702 -0.0759
P -1.2528 -1.2224 1.2368
N 0.3321 -1.2558 0.8459
Si 1.6384 -2.4021 1.1404
C 1.9219 -2.3690 2.9914
C 1.2991 -4.1606 0.6276
C 3.1307 -1.7451 0.2419
C -1.4481 -0.3986 2.8289
C -2.6487 -0.5036 3.5286
C -2.8223 0.1813 4.7186
C -1.7971 0.9747 5.2177
C -0.6019 1.0833 4.5235
C -0.4273 0.4007 3.3292
C -1.9106 -2.8777 1.4831
C -1.7615 -3.5308 2.7043
C -2.1070 -4.8671 2.8223
C -2.5886 -5.5581 1.7180
C -2.7416 -4.9088 0.5009
C -2.4117 -3.5683 0.3849
C -2.9165 1.6608 -1.7718
C -3.1551 0.7309 -2.7826
C -3.9298 1.0718 -3.8768
C -4.4837 2.3437 -3.9658
C -4.2598 3.2696 -2.9589
C -3.4760 2.9300 -1.8650
C -2.1437 2.3502 0.8989
C -3.4321 2.4372 1.4222
C -3.7007 3.3030 2.4671
C -2.6850 4.0909 2.9954
C -1.4003 4.0028 2.4840
C -1.1287 3.1284 1.4420
H 0.4376 4.9038 -2.1827
H -0.7607 4.3743 -1.0122
H -1.0565 4.1445 -2.7347
H 2.9525 3.2241 -1.9422
H 2.7705 1.6801 -1.1069
H 2.3069 3.1791 -0.3026
H 1.1228 2.5349 -4.3621
H -0.3225 1.5702 -4.0622
H 1.2803 0.8921 -3.7508
H 1.0938 -2.8304 3.5320
H 2.0560 -1.3577 3.3734
H 2.8228 -2.9392 3.2273
H 0.4300 -4.5816 1.1316
H 2.1652 -4.7695 0.8975
H 1.1522 -4.2500 -0.4470
H 3.3419 -0.7163 0.5377
H 2.9742 -1.7701 -0.8365
H 4.0118 -2.3496 0.4600
H -3.4469 -1.1292 3.1451
H -3.7551 0.0957 5.2603
H -1.9315 1.5094 6.1484
H 0.1971 1.7028 4.9093
H 0.4977 0.4884 2.7751
H -1.3757 -2.9980 3.5654
H -1.9933 -5.3718 3.7726
H -2.8443 -6.6051 1.8064
H -3.1116 -5.4441 -0.3630
H -2.5390 -3.0534 -0.5578
H -2.7497 -0.2712 -2.6987
H -4.1111 0.3420 -4.6537
H -5.0948 2.6076 -4.8178
H -4.6943 4.2581 -3.0221
H -3.3005 3.6635 -1.0870
H -4.2283 1.8287 1.0075
H -4.7016 3.3667 2.8714
H -2.8974 4.7709 3.8089
H -0.6054 4.6062 2.9014
H -0.1221 3.0406 1.0553
N -2.5906 -4.6368 -4.6372
C -1.8714 -4.4658 -3.7513
N -1.1020 -4.3592 -2.6834
C -0.3494 -3.3847 -2.4377
N 0.4422 -2.5671 -2.1212
*
```



C33H38CaN4O15 | ωB97M-V/def2-TZVPD

Computed properties:
LUMO level = -0.0869 Ha
gap between HOMO and LUMO = 0.192 Ha
total energy = -89953.486 eV
E_HOMO = -7.60 eV

Structure (ORCA input):
```
! RIJCOSX wB97M-V def2-TZVPD def2/J DEFGRID3
* xyz 0 1
Ca 18.1175 11.5873 13.3261
C 17.7539 9.6473 11.2947
O 18.6123 9.5323 12.2424
O 17.1311 8.6984 10.7723
O 17.5176 10.9238 11.1533
C 18.1221 8.8748 15.4615
O 18.0477 10.0721 15.0961
N 17.8671 8.4567 16.7288
N 18.4481 7.9216 14.5907
H 17.9584 9.1998 17.4064
H 18.0177 7.5335 17.0898
H 18.4535 8.2145 13.6149
H 18.5636 6.9551 14.8363
C 20.3256 12.8789 9.8156
O 21.1210 13.7285 9.4230
N 20.6784 11.7339 10.4830
N 19.0059 12.9191 9.5013
H 21.6745 11.5842 10.5228
H 20.0569 11.1834 11.0477
H 18.6223 13.7253 9.0402
H 18.3950 12.2069 9.8692
C 16.4338 11.4282 7.7899
C 16.6230 11.8281 6.4612
C 15.7474 12.7119 5.8674
C 14.7141 13.3070 6.5961
C 14.4508 12.8420 7.8852
C 15.3756 12.0225 8.4778
O 15.2682 11.7592 9.8171
O 16.0596 13.2048 4.6042
H 17.0737 10.6757 8.2283
H 17.4932 11.4708 5.9263
H 14.1300 14.0988 6.1458
H 13.7135 13.3054 8.5274
H 16.0084 11.2929 10.2397
H 15.2194 13.4488 4.2030
C 14.4707 8.7686 15.0012
C 14.9211 8.4135 13.7310
C 14.0902 8.6887 12.6667
C 12.7538 9.0575 12.8397
C 12.2984 9.3577 14.1198
C 13.1812 9.2165 15.2116
O 12.6028 9.5057 16.4248
O 14.5619 8.4727 11.4028
H 15.1677 8.7168 15.8331
H 15.8701 7.8957 13.7306
H 12.1594 9.1970 11.9480
H 11.2867 9.7164 14.2384
H 13.3055 9.8288 17.0025
H 15.5317 8.6000 11.3435
C 15.0996 7.5749 6.2918
C 15.8890 7.9924 7.3634
C 17.2445 7.7553 7.2502
C 17.8550 7.0495 6.2083
C 17.0550 6.6573 5.1461
C 15.6704 6.8342 5.2555
O 14.8949 6.4130 4.2074
O 18.0582 8.1595 8.3060
H 14.0550 7.8470 6.2067
H 15.4232 8.5088 8.1908
H 18.9307 6.9596 6.2392
H 17.4632 6.1658 4.2744
H 13.9847 6.2643 4.4738
H 17.5649 8.1487 9.1472
C 22.8799 7.4086 11.5599
C 23.5065 6.8925 10.4317
C 22.8127 6.9821 9.2439
C 21.6667 7.7169 9.0793
C 21.0433 8.2595 10.2118
C 21.6718 8.0787 11.4356
O 21.1424 8.5968 12.5963
O 23.3322 6.1859 8.2361
H 23.3699 7.3580 12.5228
H 24.3988 6.2912 10.5148
H 21.1191 7.8396 8.1533
H 20.1307 8.8367 10.1815
H 20.2406 8.9427 12.5545
H 22.7394 6.0351 7.4962
C 20.2338 5.0187 11.0492
C 19.0846 5.7986 11.0301
C 18.2087 5.6930 12.0924
C 18.4910 4.8659 13.1686
C 19.6746 4.1260 13.2356
C 20.5433 4.2211 12.1444
O 21.6505 3.4107 12.1533
O 16.9665 6.2960 12.0692
H 20.9851 5.2268 10.2950
H 18.9140 6.3864 10.1382
H 17.7911 4.7694 13.9898
H 19.8798 3.4472 14.0497
H 21.9536 3.2720 11.2509
H 17.0632 7.1998 11.7005
*
```



C33H38Cl2F4O6 | ωB97M-V/def2-TZVPD

Computed properties:
SMILES string = CCOC(=O)OC.CCOC(=O)OC.Fc1ccccc1.Fc1ccccc1.Fc1ccccc1.Fc1ccccc1.ClCCl
LUMO level = 0.0193 Ha
gap between HOMO and LUMO = 0.350 Ha
total energy = -83036.575 eV
E_HOMO = -9.00 eV

Structure (ORCA input):
```
! RIJCOSX wB97M-V def2-TZVPD def2/J DEFGRID3
* xyz 0 1
C -4.4279 6.9328 5.0258
C -2.9421 7.0700 5.2951
O -2.1790 6.7290 4.1323
C -2.0966 5.4863 3.7366
O -2.5788 4.5142 4.2495
O -1.3997 5.4845 2.5872
C -1.4103 4.2725 1.8375
H -4.7130 5.8845 4.9493
H -4.5296 7.3267 4.0108
H -5.0473 7.4215 5.7708
H -2.6052 6.5336 6.1888
H -2.5921 8.0744 5.5372
H -0.8833 4.3741 0.8965
H -2.4438 3.9737 1.6558
H -0.9383 3.5052 2.4471
C 1.9059 0.5420 5.5903
C 3.1883 0.8032 4.7808
O 3.3110 -0.3331 3.9466
C 4.4584 -0.5052 3.2858
O 5.3689 0.2696 3.2739
O 4.3247 -1.5961 2.5519
C 5.1758 -1.8249 1.4547
H 1.6423 1.3788 6.2364
H 2.1697 -0.2250 6.3241
H 1.1468 0.1538 4.9198
H 4.0247 0.9897 5.4607
H 3.1667 1.7334 4.2034
H 4.9710 -1.1648 0.6103
H 5.0199 -2.8253 1.0466
H 6.2165 -1.8150 1.7799
F -3.4861 -0.2341 -5.8540
C -3.1062 0.3369 -4.7053
C -2.1076 1.2834 -4.6818
C -1.8020 1.8904 -3.4559
C -2.4608 1.5178 -2.2996
C -3.4690 0.5279 -2.3312
C -3.8059 0.0078 -3.5419
H -1.6539 1.6315 -5.5999
H -1.1212 2.7297 -3.5242
H -2.2341 1.9941 -1.3569
H -3.9603 0.3296 -1.3899
H -4.5745 -0.7455 -3.6863
F 1.4540 -5.1007 -1.5462
C 1.1301 -4.5717 -0.3497
C 0.0448 -5.1297 0.3039
C -0.3725 -4.4984 1.4676
C 0.3729 -3.4605 2.0233
C 1.5369 -3.0367 1.4031
C 1.9169 -3.5774 0.1805
H -0.4776 -6.0021 -0.0591
H -1.2803 -4.7517 2.0012
H 0.1274 -3.1372 3.0272
H 2.1120 -2.2323 1.8439
H 2.7731 -3.1945 -0.3553
F 2.1466 -1.0021 -1.6037
C 2.1481 -0.8201 -2.9414
C 2.7783 -1.7757 -3.7282
C 2.7576 -1.6611 -5.0909
C 2.0514 -0.5836 -5.6703
C 1.5567 0.4127 -4.8438
C 1.4873 0.2822 -3.4618
H 3.2642 -2.6134 -3.2424
H 3.3307 -2.3021 -5.7461
H 1.9935 -0.4695 -6.7426
H 1.1662 1.2906 -5.3463
H 1.0081 0.9765 -2.7869
F -1.2030 -4.4603 -5.2115
C -1.4817 -3.8558 -4.0434
C -0.7482 -2.7440 -3.6749
C -1.0367 -2.2571 -2.3887
C -2.1119 -2.7141 -1.6492
C -2.8293 -3.8050 -2.0755
C -2.5221 -4.3924 -3.2847
H 0.0470 -2.3660 -4.3005
H -0.2877 -1.5899 -1.9784
H -2.2340 -2.2750 -0.6662
H -3.6408 -4.2003 -1.4766
H -2.9666 -5.3043 -3.6593
Cl -0.3372 1.5671 0.4990
C 0.9083 0.3417 0.9087
Cl 2.5264 0.9743 0.8046
H 0.6231 0.0558 1.9145
H 0.7458 -0.4498 0.1882
*
```